{"formula": "C35H34BBr2F3O2", "method": "wB97M-V/def2-TZVPD", "largest_force_ev_per_a": 1.43, "relative_energy_kcal_mol": 28.4, "e_tot_ha": -6977.0227, "lumo_ev": -2.094, "elements": ["Br", "C", "C", "C", "C", "C", "C", "C", "C", "C", "C", "C", "Br", "C", "C", "C", "C", "H", "H", "H", "H", "H", "H", "H", "H", "H", "H", "H", "C", "C", "C", "C", "O", "B", "C", "C", "C", "C", "C", "F", "F", "F", "C", "C", "C", "C", "C", "C", "C", "C", "C", "C", "O", "C", "H", "H", "H", "H", "H", "H", "H", "H", "H", "H", "H", "H", "H", "H", "H", "H", "H", "H", "H", "H", "H", "H", "H"], "positions_angstrom": [[-7.774447, 5.347447, -2.627605], [-6.136966, 4.405576, -2.623484], [-6.131756, 3.001286, -2.664358], [-4.924393, 2.311206, -2.655159], [-3.672714, 3.000215, -2.564685], [-2.424737, 2.287752, -2.505044], [-1.162058, 2.858983, -2.312967], [0.036461, 2.240638, -2.639421], [1.268465, 2.983317, -2.763896], [2.145574, 2.641379, -3.826855], [3.186584, 3.480706, -4.194151], [3.460861, 4.626919, -3.427168], [4.888281, 5.763780, -3.931779], [2.627360, 4.972317, -2.354621], [1.540538, 4.163456, -2.019342], [-3.714280, 4.422626, -2.531162], [-4.927848, 5.106994, -2.553602], [-7.076628, 2.466073, -2.703327], [-4.923073, 1.219324, -2.689563], [-2.475761, 1.218864, -2.733526], [-1.097529, 3.891945, -1.947874], [0.007996, 1.284882, -3.166794], [1.888419, 1.774290, -4.446051], [3.782508, 3.259047, -5.072975], [2.824060, 5.889738, -1.802901], [0.850737, 4.481234, -1.239091], [-2.773113, 4.973670, -2.481138], [-4.938840, 6.193751, -2.511413], [-3.134189, -3.056979, 0.668561], [-2.187411, -3.450928, 1.783305], [-2.711410, -4.599606, 2.622570], [-0.844051, -3.961837, 1.197822], [-0.015250, -2.877354, 0.775170], [0.024898, -1.897193, 1.756517], [1.306958, -1.782754, 2.584989], [2.356839, -2.684007, 2.318015], [3.306194, -2.924650, 3.294524], [3.210610, -2.254133, 4.510425], [4.196143, -2.608413, 5.584896], [3.972754, -1.923690, 6.740691], [4.137810, -3.951811, 5.876201], [5.480239, -2.333747, 5.178446], [2.228443, -1.301448, 4.759228], [1.263829, -1.063230, 3.788324], [0.423637, 0.336947, -0.215048], [-0.908785, -0.092396, -0.701555], [1.700027, -0.275590, -0.461467], [2.915871, 0.286044, 0.069756], [4.173431, -0.116956, -0.376588], [4.295912, -1.198329, -1.254441], [3.146604, -1.849051, -1.710028], [1.885606, -1.442972, -1.268028], [-1.121271, -1.261149, 2.204837], [-2.010229, -2.243688, 2.749161], [-2.724446, -2.215321, 0.093058], [-3.291487, -3.908323, 0.000238], [-4.093312, -2.755640, 1.100817], [-1.972564, -4.825583, 3.406701], [-3.662488, -4.334327, 3.106085], [-2.847904, -5.497543, 2.006430], [-0.292785, -4.565685, 1.938453], [-1.033132, -4.577810, 0.314256], [2.395899, -3.207651, 1.366714], [4.094243, -3.648248, 3.123580], [2.187426, -0.776491, 5.704410], [0.458893, -0.350788, 3.969121], [0.363936, 0.786659, 0.776209], [-1.660775, -0.036288, 0.110478], [-1.311678, 0.537901, -1.494346], [-0.953832, -1.123937, -1.068695], [2.864254, 1.012675, 0.886132], [5.073974, 0.384117, -0.026360], [5.287368, -1.515892, -1.609532], [3.241427, -2.707281, -2.368862], [1.024198, -2.084764, -1.455489], [-2.975717, -1.752390, 2.907681], [-1.618427, -2.575921, 3.726564]], "forces_ev_per_a": [[0.04, -0.04, -0.02], [0.76, -0.60, 0.12], [0.13, 0.43, -0.09], [0.74, 0.49, 0.15], [-1.20, 0.69, 0.38], [1.29, -0.14, -0.18], [-1.37, -0.06, 0.02], [0.61, -0.54, 0.53], [0.53, 0.63, -0.32], [-0.52, 0.29, 0.25], [0.27, 0.25, 0.53], [-0.80, -0.53, -0.12], [-0.07, -0.06, 0.08], [0.10, -0.23, -0.08], [0.21, -0.27, -0.77], [-0.34, -0.63, 0.07], [0.00, -0.14, -0.03], [0.18, 0.06, -0.03], [-0.02, 0.32, 0.02], [0.02, 0.41, -0.31], [-0.12, -0.39, -0.25], [-0.02, 0.12, 0.26], [0.25, 0.30, 0.27], [0.02, 0.01, 0.16], [-0.05, -0.22, -0.08], [0.29, -0.13, -0.04], [-0.43, -0.06, -0.06], [-0.01, -0.21, -0.04], [-0.02, 0.10, -0.15], [0.40, -0.17, 0.56], [-0.29, -0.22, 0.25], [-0.34, 0.60, -0.04], [-0.20, 0.06, 0.32], [-0.04, 0.23, -0.56], [0.51, 0.17, 0.20], [-0.15, 0.40, 0.45], [-0.07, 0.07, -0.12], [0.04, 0.11, 0.29], [0.47, -0.15, 0.24], [0.37, -0.66, -0.78], [0.26, 1.23, -0.10], [-1.00, -0.38, 0.59], [-0.04, -0.02, -0.16], [0.38, -0.32, -0.22], [-0.06, -0.53, 0.50], [-0.70, -0.61, 0.36], [1.09, -0.33, -0.54], [-0.33, -0.02, -0.09], [-0.41, -0.36, 0.21], [0.14, 0.27, -0.56], [-0.23, 0.10, 0.68], [-0.07, 0.30, -0.14], [0.09, -0.40, 0.07], [0.09, -0.26, -0.49], [-0.15, -0.23, 0.10], [-0.09, 0.14, -0.04], [0.01, -0.02, -0.19], [-0.33, -0.07, -0.14], [0.16, -0.20, -0.14], [-0.11, 0.12, 0.18], [-0.12, 0.16, -0.13], [-0.06, -0.05, 0.16], [-0.10, 0.08, 0.15], [0.02, 0.06, 0.09], [0.10, -0.09, -0.01], [0.15, -0.26, -0.05], [0.22, 0.84, -0.38], [0.49, 0.04, -0.32], [0.00, -0.04, 0.18], [0.26, 0.06, -0.07], [-0.14, 0.11, -0.54], [-0.26, -0.11, 0.11], [-0.53, 0.18, 0.21], [-0.08, 0.03, 0.16], [0.12, 0.39, -0.36], [0.10, -0.16, 0.03], [-0.08, 0.06, -0.23]], "mulliken_charge": [-0.188, 0.034, -0.506, -0.514, 0.574, -0.621, 0.293, -0.435, 0.661, -0.439, -0.569, 0.027, -0.194, -0.676, -0.248, -0.436, -0.574, 0.393, 0.335, 0.346, 0.025, 0.423, 0.327, 0.406, 0.397, 0.446, 0.305, 0.390, -1.600, 2.445, -2.177, -1.402, -0.429, 1.380, 0.691, -0.379, -1.161, 0.386, 0.743, -0.283, -0.256, -0.256, -0.691, -0.874, -0.357, 0.432, 1.383, -0.593, -0.827, -0.298, -0.836, -0.403, -0.547, -1.342, 0.189, 0.408, 0.444, 0.471, 0.407, 0.394, 0.375, 0.439, 0.474, 0.385, 0.485, 0.453, 0.372, 0.141, -1.261, 0.228, 0.428, 0.456, 0.410, 0.426, 0.313, 0.459, 0.373]}